Entry from the OMol25 dataset: 2 unconnected molecules or ions with the total composition C4H12NP2 (wB97M-V/def2-TZVPD).

## Properties
LUMO energy (alpha / beta)	-5.68 / -3.97	eV
HOMO energy (alpha / beta)	-12.81 / -12.76	eV
relative energy (zero: lowest compared OMol25 entry of this formula, charge and spin)	4.933	eV

```
! wB97M-V def2-TZVPD RIJCOSX def2/J DEFGRID3
* xyz 1 1
P -1.3267 -0.9195 -1.1091
P -0.8493 1.5867 0.9351
N 1.1325 0.2556 -0.2180
C 1.9819 1.0301 -1.2024
C -0.0049 -1.8609 1.7459
C -2.4863 1.4739 0.9203
C -0.2736 0.3669 -0.2435
H -3.1091 2.2145 1.3120
H 1.6887 0.9195 -2.3039
H 1.3658 -0.6513 -0.4754
H 1.0309 -1.9009 1.5751
H 2.0893 2.1526 -1.1556
H 3.0428 0.6636 -1.1734
H -0.2189 -1.4460 2.6992
H -0.6935 -2.5798 1.3937
H -1.4652 -0.7215 -2.4422
H -0.2557 -1.7941 -1.2848
H 1.4232 0.4630 0.6917
H -3.0717 0.7474 0.3352
*
```

Mulliken population analysis, charges in e, atoms 1 to 2: -0.04 0.03